{
  "formula": "C36H83NO12",
  "method": "ωB97M-V/def2-TZVPD",
  "elements": ["O", "C", "O", "C", "C", "C", "N", "C", "C", "O", "C", "C", "O", "O", "H", "H", "H", "H", "H", "H", "H", "H", "H", "H", "H", "H", "H", "C", "C", "O", "C", "C", "H", "H", "H", "H", "H", "H", "H", "H", "H", "H", "C", "C", "O", "C", "C", "H", "H", "H", "H", "H", "H", "H", "H", "H", "H", "C", "C", "O", "C", "C", "H", "H", "H", "H", "H", "H", "H", "H", "H", "H", "C", "C", "O", "C", "C", "H", "H", "H", "H", "H", "H", "H", "H", "H", "H", "C", "C", "O", "C", "C", "H", "H", "H", "H", "H", "H", "H", "H", "H", "H", "C", "C", "O", "C", "C", "H", "H", "H", "H", "H", "H", "H", "H", "H", "H", "C", "C", "O", "C", "C", "H", "H", "H", "H", "H", "H", "H", "H", "H", "H"],
  "coordinates": [[-2.800, 0.858, 0.934], [-2.696, -0.165, 0.337], [-3.755, -1.057, 0.241], [-1.491, -0.620, -0.434], [-1.718, -0.264, -1.906], [-0.549, -0.650, -2.803], [-0.947, -0.574, -4.246], [-1.949, -1.610, -4.671], [-1.713, -2.870, -3.847], [-0.334, -2.959, -3.627], [0.138, -2.022, -2.667], [1.616, -1.764, -3.064], [2.495, -2.152, -2.300], [1.675, -1.156, -4.166], [-3.686, -1.724, 0.936], [-1.465, -1.704, -0.333], [-0.587, -0.171, -0.032], [-2.670, -0.686, -2.231], [-1.828, 0.823, -1.962], [0.244, 0.088, -2.729], [-0.050, -0.684, -4.759], [-1.348, 0.343, -4.429], [-1.845, -1.807, -5.733], [-2.949, -1.213, -4.498], [-2.272, -2.846, -2.906], [-2.041, -3.741, -4.409], [0.051, -2.456, -1.671], [-4.751, 1.482, 3.339], [-5.461, 2.131, 4.515], [-6.040, 1.208, 5.422], [-5.133, 0.328, 6.058], [-4.090, 1.027, 6.915], [-5.406, 0.762, 2.846], [-4.454, 2.235, 2.611], [-3.846, 0.957, 3.647], [-6.297, 2.733, 4.157], [-4.783, 2.812, 5.042], [-4.646, -0.322, 5.322], [-5.755, -0.312, 6.685], [-3.377, 1.592, 6.314], [-3.526, 0.291, 7.490], [-4.570, 1.718, 7.609], [2.770, -8.125, -4.275], [2.971, -7.249, -5.502], [2.067, -6.169, -5.591], [2.141, -5.224, -4.526], [3.480, -4.528, -4.382], [1.727, -8.437, -4.198], [3.397, -9.015, -4.343], [3.035, -7.603, -3.355], [2.800, -7.839, -6.404], [4.006, -6.891, -5.546], [1.857, -5.701, -3.580], [1.370, -4.488, -4.751], [4.266, -5.208, -4.044], [3.380, -3.727, -3.646], [3.791, -4.097, -5.335], [-5.162, 2.553, -1.123], [-3.792, 3.212, -1.117], [-3.747, 4.463, -1.778], [-4.560, 5.476, -1.213], [-4.191, 5.834, 0.217], [-5.561, 2.511, -2.138], [-5.090, 1.540, -0.726], [-5.878, 3.095, -0.504], [-3.083, 2.582, -1.656], [-3.416, 3.298, -0.093], [-5.619, 5.201, -1.277], [-4.418, 6.343, -1.859], [-4.421, 5.027, 0.915], [-4.748, 6.715, 0.536], [-3.124, 6.050, 0.291], [2.243, 1.357, 3.198], [1.907, 1.679, 1.752], [0.548, 2.021, 1.544], [0.090, 3.172, 2.230], [0.815, 4.451, 1.844], [1.553, 0.611, 3.595], [3.259, 0.969, 3.270], [2.186, 2.243, 3.833], [2.082, 0.799, 1.132], [2.565, 2.469, 1.373], [0.138, 3.019, 3.315], [-0.965, 3.253, 1.967], [1.850, 4.455, 2.190], [0.314, 5.310, 2.290], [0.821, 4.572, 0.760], [-1.952, -7.816, -3.965], [-3.033, -7.027, -3.247], [-3.553, -5.945, -4.003], [-4.193, -6.294, -5.217], [-5.420, -7.172, -5.037], [-1.173, -7.149, -4.336], [-1.498, -8.532, -3.279], [-2.348, -8.378, -4.812], [-2.617, -6.569, -2.350], [-3.844, -7.689, -2.920], [-3.483, -6.766, -5.905], [-4.487, -5.344, -5.666], [-5.159, -8.173, -4.692], [-5.946, -7.277, -5.986], [-6.100, -6.731, -4.307], [4.840, 2.921, 7.558], [4.855, 3.426, 6.124], [3.648, 4.046, 5.721], [3.280, 5.208, 6.441], [4.282, 6.345, 6.331], [3.962, 2.297, 7.731], [5.734, 2.330, 7.753], [4.820, 3.739, 8.280], [4.981, 2.586, 5.440], [5.706, 4.098, 5.964], [3.090, 4.965, 7.493], [2.327, 5.515, 6.010], [5.217, 6.119, 6.846], [3.870, 7.250, 6.777], [4.515, 6.545, 5.284], [5.792, 3.660, 1.635], [6.774, 4.109, 0.566], [7.790, 3.166, 0.288], [7.342, 1.913, -0.204], [6.591, 1.997, -1.521], [6.323, 3.334, 2.530], [5.123, 4.479, 1.902], [5.175, 2.827, 1.292], [7.300, 5.004, 0.901], [6.238, 4.380, -0.352], [6.733, 1.400, 0.549], [8.248, 1.322, -0.333], [5.622, 2.487, -1.411], [6.408, 0.996, -1.911], [7.172, 2.559, -2.254]],
  "forces_ev_per_angstrom": [[-0.050, 0.223, -0.056], [0.103, -0.141, 0.317], [-0.100, 0.056, 0.010], [-0.234, -0.267, -0.164], [0.058, 0.309, 0.068], [-0.173, -0.299, -0.048], [-0.749, 0.246, -0.309], [-0.482, -0.025, 0.352], [0.042, 0.085, -0.124], [-0.174, -0.344, 0.062], [0.314, -0.080, -0.022], [-0.199, -0.194, 0.057], [0.102, 0.106, 0.024], [0.257, 0.260, -0.404], [-0.058, 0.014, -0.054], [0.275, -0.035, 0.008], [0.023, 0.122, 0.013], [0.035, -0.189, -0.052], [-0.047, 0.025, -0.062], [-0.033, 0.136, 0.263], [0.626, -0.240, 0.242], [0.221, 0.092, -0.127], [0.279, 0.130, -0.059], [-0.011, 0.076, -0.043], [-0.028, -0.014, 0.041], [0.009, -0.107, 0.069], [-0.034, 0.117, 0.118], [-0.025, -0.080, 0.157], [0.008, 0.072, -0.080], [-0.041, 0.004, 0.006], [0.033, -0.073, 0.047], [0.002, 0.081, -0.069], [-0.016, 0.033, -0.041], [0.003, 0.015, -0.021], [0.036, 0.037, -0.029], [-0.026, -0.018, 0.018], [0.015, -0.013, -0.002], [0.017, 0.018, -0.002], [-0.025, 0.013, -0.004], [0.015, -0.023, -0.001], [-0.008, -0.016, 0.009], [-0.007, -0.022, 0.029], [-0.021, 0.075, 0.053], [0.057, -0.065, -0.043], [-0.056, -0.006, 0.005], [-0.053, 0.097, 0.012], [0.039, -0.119, -0.007], [-0.001, -0.030, -0.019], [-0.001, -0.009, -0.017], [0.021, -0.007, -0.002], [-0.013, 0.013, -0.009], [0.000, 0.000, 0.029], [0.008, 0.001, 0.005], [0.008, -0.021, -0.012], [-0.025, 0.015, 0.024], [0.094, -0.040, -0.080], [-0.028, 0.042, 0.006], [-0.026, 0.069, -0.016], [-0.032, -0.080, 0.097], [0.015, -0.017, -0.088], [-0.032, 0.085, 0.030], [0.023, -0.100, 0.018], [0.013, -0.027, -0.006], [0.012, 0.001, 0.012], [0.004, -0.015, 0.028], [0.027, 0.058, -0.023], [-0.001, -0.021, 0.002], [0.002, -0.016, 0.020], [0.023, -0.009, -0.018], [-0.025, 0.013, 0.002], [-0.004, 0.017, -0.010], [0.002, 0.035, -0.009], [-0.077, 0.176, 0.093], [0.138, -0.078, 0.014], [-0.043, -0.134, -0.128], [-0.130, 0.098, 0.029], [0.130, -0.075, -0.014], [0.020, -0.044, -0.031], [0.009, -0.021, -0.031], [0.066, -0.013, 0.021], [-0.052, 0.009, -0.042], [0.000, 0.016, 0.030], [0.037, -0.001, -0.004], [-0.001, -0.051, -0.018], [-0.014, 0.012, 0.031], [-0.021, 0.005, 0.000], [-0.042, 0.021, -0.004], [-0.050, 0.045, -0.101], [0.093, -0.071, 0.052], [0.003, 0.153, 0.014], [-0.032, -0.028, -0.089], [0.044, -0.044, 0.086], [0.034, 0.001, 0.025], [0.006, -0.002, 0.025], [-0.001, -0.023, 0.019], [-0.008, 0.035, -0.003], [-0.004, -0.007, -0.024], [-0.004, -0.017, 0.012], [0.008, 0.018, 0.021], [0.003, -0.008, -0.027], [-0.002, 0.013, -0.015], [-0.020, 0.023, -0.022], [-0.064, 0.085, 0.024], [0.079, -0.062, 0.003], [-0.076, -0.041, -0.100], [-0.031, 0.084, 0.036], [0.076, -0.072, -0.002], [0.013, -0.034, -0.011], [0.009, -0.014, -0.012], [0.028, -0.002, -0.001], [-0.023, 0.004, -0.020], [-0.004, 0.009, 0.019], [0.025, 0.003, 0.005], [-0.005, -0.023, -0.020], [-0.012, 0.012, 0.021], [-0.018, 0.007, -0.002], [-0.027, 0.024, -0.010], [-0.022, -0.127, -0.020], [-0.047, 0.082, 0.012], [0.038, 0.004, 0.014], [-0.007, -0.085, -0.038], [-0.028, 0.096, 0.033], [0.008, 0.045, 0.022], [0.008, 0.019, 0.008], [-0.031, 0.024, 0.000], [0.035, -0.016, 0.003], [-0.017, -0.016, 0.004], [-0.015, 0.007, -0.005], [0.023, 0.024, 0.006], [-0.013, -0.028, 0.003], [0.003, -0.016, 0.002], [0.020, -0.027, -0.015]],
  "mulliken_charge": [-0.225, -0.188, -0.541, 0.116, -0.855, -0.646, 0.077, -0.863, -0.114, -0.269, 0.398, 0.170, -0.810, -0.861, 0.349, 0.339, 0.187, 0.370, -0.058, 0.818, 0.507, 0.411, 0.446, 0.364, 0.114, 0.298, 0.375, -0.407, -0.656, -0.428, -0.270, -1.035, 0.271, 0.111, 0.191, 0.357, 0.326, 0.258, 0.350, 0.239, 0.393, 0.291, -0.916, -0.329, -0.471, 0.177, -1.074, 0.155, 0.394, 0.270, 0.372, 0.293, 0.233, -0.002, 0.337, 0.250, 0.305, -1.205, 0.746, -0.504, -0.308, -0.851, 0.342, 0.323, 0.341, -0.210, -0.037, 0.270, 0.377, 0.136, 0.409, 0.236, -0.958, -0.286, -0.225, -0.144, -1.122, 0.299, 0.459, 0.071, 0.293, 0.263, 0.300, 0.166, 0.194, 0.406, 0.304, -1.072, -0.381, -0.342, -0.315, -1.169, 0.282, 0.421, 0.277, 0.335, 0.328, 0.366, 0.311, 0.271, 0.405, 0.297, -1.238, -0.225, -0.333, -0.338, -1.074, 0.312, 0.406, 0.284, 0.302, 0.314, 0.305, 0.326, 0.268, 0.396, 0.279, -0.633, -0.542, -0.433, -0.274, -1.038, 0.292, 0.421, 0.008, 0.349, 0.327, 0.283, 0.340, 0.230, 0.399, 0.293],
  "e_lumo_ev": -0.1,
  "max_force_ev_per_a": 0.8,
  "smiles": "O=C(O)CC[C@@H]1[NH2+]CCO[C@H]1C(=O)[O-].CCOCC.CCOCC.CCOCC.CCOCC.CCOCC.CCOCC.CCOCC",
  "e_tot_ev": -64734.2001,
  "spin_multiplicity": 1,
  "homo_ev": -8.48
}